Molecular formula: C25H58B2N5O9Si
Method: DFT, ωB97M-V/def2-TZVPD

Cartesian coordinates (Å):
Si 0.36 4.14 0.95
O 1.85 0.44 0.98
O -0.76 -5.45 -1.07
O -4.54 -0.34 -0.30
O 0.07 -2.90 -0.39
O -0.45 2.68 0.71
O 3.60 5.89 3.94
O -2.89 3.39 3.65
O 5.42 6.56 4.87
O -4.03 1.71 4.37
N -3.18 2.57 4.50
N 0.67 0.56 -1.65
N -0.85 -0.19 0.10
N 0.79 -2.22 -2.50
N 4.64 5.70 4.53
C -1.66 -2.39 -3.43
C 2.25 -4.15 -2.48
C -1.83 2.70 0.37
C -0.67 -6.61 -3.19
C -2.23 -0.47 -1.94
C 1.94 -2.69 -2.73
C 1.09 4.72 -0.66
C 2.77 -1.77 0.22
C 3.05 -2.24 1.67
C -2.12 0.26 -0.59
C 5.00 4.29 4.86
C -1.55 -1.84 -2.00
C -0.98 -3.50 0.35
C -0.08 -1.90 -1.47
C 3.01 -1.89 -3.42
C 0.38 -0.56 -0.81
C -3.29 -0.17 1.92
C -0.78 5.44 1.64
C -1.65 -4.73 -0.26
C 1.74 3.84 2.16
C 0.63 0.67 -3.10
C 0.35 2.12 -3.53
C -2.42 2.63 5.77
C -1.41 -6.42 -1.88
C -2.21 1.79 -0.79
B 1.66 -0.67 0.17
B -3.38 -0.09 0.36
H 2.83 -1.88 -4.50
H -1.27 -3.40 -3.50
H 2.55 -1.64 2.43
H 0.31 -7.06 -3.03
H 2.26 -4.36 -1.41
H -1.60 5.70 0.96
H -1.91 0.16 -2.77
H -2.41 2.44 1.27
H -2.58 3.61 6.20
H -1.07 -1.06 0.59
H -2.55 -4.47 -0.83
H 1.99 2.79 2.26
H -2.18 -2.50 -1.41
H 4.22 3.65 4.49
H -5.33 -0.29 0.26
H -1.99 -5.34 0.59
H -1.21 5.18 2.61
H -1.15 -1.75 -4.15
H -0.58 0.50 0.81
H -0.10 -0.01 -3.52
H -1.79 -2.80 0.60
H 3.68 -1.29 -0.16
H 0.37 5.03 -1.42
H -2.55 0.50 2.38
H 1.42 4.18 3.15
H 1.44 -4.75 -2.88
H -3.27 2.02 -0.97
H -0.52 -3.77 1.30
H 2.59 -2.63 -0.40
H 1.67 3.89 -1.09
H 3.01 -0.86 -3.06
H 0.21 2.77 -2.66
H -2.71 -2.42 -3.71
H 1.16 2.53 -4.13
H -2.45 -6.12 -2.07
H -2.78 1.84 6.42
H 1.32 1.20 -1.23
H -1.67 2.06 -1.69
H 2.69 -3.27 1.80
H -3.29 -0.65 -2.10
H 5.96 4.09 4.39
H -1.45 -7.38 -1.34
H -4.25 -0.03 2.42
H 3.19 -4.47 -2.94
H 4.11 -2.24 1.90
H -2.17 3.71 0.11
H -2.97 -1.19 2.17
H 1.80 5.54 -0.47
H -0.18 6.35 1.74
H 5.10 4.24 5.94
H 3.99 -2.33 -3.26
H 2.64 4.40 1.90
H -1.37 2.50 5.53
H -0.55 -5.66 -3.71
H -1.24 -7.27 -3.83
H -0.56 2.19 -4.13
H 1.32 0.55 1.77
H 1.58 0.36 -3.55

HOMO-LUMO gap: 8.4 eV
E_HOMO: -10.77 eV
Calculated total energy: -2277.19454 Eh
Charge: +1


Molecular formula: C25H58CoN2O2Si3
Method: DFT, ωB97M-V/def2-TZVPD

Cartesian coordinates (Å):
Co -0.09 -0.35 -0.02
Si -0.25 1.88 2.62
Si -3.17 0.03 -0.58
Si 2.96 0.46 -1.07
O 0.83 0.89 -5.11
O -0.51 -1.21 -3.53
N 0.64 -1.61 1.05
N -0.05 0.38 1.65
C 0.39 2.24 -4.91
C 4.05 -0.70 -2.10
C 1.15 0.09 -1.56
C -3.87 0.12 1.15
C -1.75 -0.87 -4.32
C 0.55 -1.29 3.43
C -0.46 -3.66 -3.51
C -1.64 -1.13 -5.80
C 1.20 -2.82 1.19
C -4.50 -0.66 -1.72
C 0.28 -2.45 -4.01
C 1.58 -3.52 -0.06
C -2.78 1.76 -1.18
C 2.14 0.67 -5.62
C 3.32 2.24 -1.53
C 2.08 0.79 -7.12
C -0.56 3.24 1.38
C 0.36 -0.82 2.15
C 1.42 -3.33 2.47
C 1.31 2.15 3.61
C -1.69 1.65 3.78
C -1.70 -1.14 -0.70
C 1.08 -2.57 3.59
C 3.43 0.21 0.73
C -0.68 2.55 -5.93
H 3.02 0.44 -7.54
H -4.61 -1.74 -1.58
H 4.39 2.38 -1.73
H 5.11 -0.56 -1.82
H 1.24 2.95 -4.97
H -1.52 -1.54 -1.71
H 2.74 2.52 -2.43
H 4.53 0.27 0.80
H 3.02 2.90 -0.70
H 1.50 1.35 4.33
H -1.04 3.56 -5.75
H -3.11 0.40 1.89
H 0.33 -2.33 -5.10
H -0.63 4.19 1.93
H 3.00 1.00 1.36
H -0.91 -0.48 -6.30
H -3.24 2.51 -0.52
H -0.03 2.27 -3.89
H 2.37 -2.97 -0.60
H -2.62 -0.87 -6.24
H 3.80 -1.75 -1.93
H -2.66 1.73 3.28
H -4.68 0.86 1.20
H 1.85 -4.32 2.56
H 1.98 -4.51 0.20
H 0.70 0.92 -2.13
H -4.28 -0.47 -2.78
H 2.88 1.37 -5.17
H -1.44 -2.18 -6.02
H 1.27 -2.30 -3.57
H 2.38 -0.36 -5.30
H 1.91 1.83 -7.40
H 2.20 2.24 2.98
H -0.62 -3.64 -2.42
H -1.91 0.17 -4.09
H -1.65 2.45 4.54
H 1.25 0.18 -7.51
H -1.45 -3.71 -3.98
H 1.21 -0.86 -2.12
H -3.21 1.92 -2.18
H 0.09 -4.57 -3.73
H -1.49 3.09 0.82
H -4.29 -0.85 1.45
H -1.65 0.69 4.31
H 1.24 -2.97 4.59
H -2.54 -1.48 -3.87
H -5.48 -0.20 -1.49
H 3.11 -0.76 1.13
H -0.23 -0.71 -2.63
H 3.94 -0.49 -3.18
H -1.51 1.84 -5.85
H 0.73 -3.66 -0.74
H -0.27 2.49 -6.94
H 0.27 3.32 0.67
H -1.87 -2.04 -0.07
H 1.21 3.09 4.17
H -1.71 1.97 -1.24
H 0.33 -0.63 4.29

Expectation value of S²: 3.768
HOMO-LUMO gap (spin up / spin down): 5.9 / 6.8 eV
2S+1: 4
E_HOMO (spin up / spin down): -5.68 / -6.54 eV
Calculated total energy: -3498.51710 Eh
Charge: 0


Molecular formula: C25H58ErN2O2Si3
Method: DFT, ωB97M-V/def2-TZVPD

Cartesian coordinates (Å):
Er 0.65 -0.12 -0.59
Si 4.52 -0.23 -2.51
Si -1.00 1.46 -3.33
Si -1.38 -3.28 -0.81
O 5.05 -0.30 0.93
O 2.19 0.81 0.92
N -1.02 -1.64 -0.28
N -1.30 0.44 0.59
C -3.93 -0.09 1.37
C 5.94 -1.43 -2.27
C 1.68 0.39 2.24
C 5.15 1.51 -2.24
C 2.09 3.26 1.45
C -2.35 0.21 -2.94
C 2.76 0.44 3.29
C 6.81 0.54 2.51
C 5.51 -1.67 1.10
C 5.07 -2.22 2.43
C -2.95 -3.28 -1.83
C -1.47 2.78 1.27
C 3.07 -0.50 -1.31
C -3.14 -1.13 0.87
C -3.39 1.19 1.49
C -2.07 1.42 1.12
C -1.89 3.07 -3.76
C 3.95 -0.40 -4.29
C 0.22 1.69 -1.92
C -1.85 -0.81 0.41
C 2.88 2.13 0.84
C -0.10 0.88 -4.88
C -1.59 -4.39 0.68
C 6.16 0.62 1.14
C 0.07 -3.78 -1.87
H 0.83 1.45 -5.03
H -1.22 3.92 -3.60
H -2.22 3.08 -4.80
H 3.94 -1.46 -4.59
H 2.93 1.46 3.62
H -3.50 -2.16 0.79
H 2.77 -1.58 -1.27
H 4.67 0.14 -4.93
H -1.36 3.29 0.30
H 3.71 0.01 2.94
H 0.18 -3.12 -2.74
H 4.40 2.26 -2.51
H 3.98 -2.18 2.54
H 5.45 1.68 -1.20
H 1.01 -3.78 -1.30
H -3.25 -4.33 -2.02
H 6.09 0.58 3.33
H 7.42 -0.36 2.61
H -0.20 2.41 -1.18
H -0.64 -4.51 1.21
H 0.84 1.04 2.48
H -0.49 2.76 1.78
H 5.58 -2.47 -2.27
H 0.17 -0.19 -4.82
H -3.96 2.03 1.87
H -2.82 0.38 -1.97
H 3.37 -0.11 -0.24
H 7.48 1.41 2.60
H -2.78 3.21 -3.13
H 6.92 0.42 0.37
H 5.38 -3.27 2.50
H -0.11 -4.80 -2.23
H 1.13 2.18 -2.30
H -0.73 1.02 -5.76
H -2.81 -2.79 -2.80
H 1.79 3.05 2.49
H 1.29 -0.64 2.10
H -4.96 -0.29 1.67
H 2.95 0.02 -4.46
H 2.45 -0.14 4.16
H 2.32 0.16 -1.85
H -1.93 -5.38 0.34
H 3.04 2.28 -0.24
H 2.74 4.15 1.46
H 5.76 1.62 0.97
H -2.15 3.39 1.89
H 5.11 -2.24 0.26
H 3.84 1.98 1.32
H -1.98 -0.83 -2.96
H -3.14 0.29 -3.71
H 6.64 -1.30 -3.11
H 5.53 -1.67 3.24
H -2.33 -3.99 1.39
H 6.48 -1.24 -1.33
H 6.04 1.67 -2.87
H 6.61 -1.70 1.04
H 1.21 3.50 0.85
H -3.78 -2.78 -1.32

Expectation value of S²: 3.752
HOMO-LUMO gap (spin up / spin down): 8.2 / 8.2 eV
2S+1: 4
E_HOMO (spin up / spin down): -10.40 / -10.41 eV
Relative energy (zero: lowest compared OMol25 entry of this formula, charge and spin): 0.0 kJ/mol
Calculated total energy: -3130.83204 Eh
Charge: +1


Molecular formula: C25H60Cl2NO9P2S
Method: DFT, ωB97M-V/def2-TZVPD

Cartesian coordinates (Å):
Cl -2.88 3.24 -2.74
Cl -3.59 5.09 -0.10
S -3.13 1.88 4.78
P -3.07 1.12 2.96
P -2.48 2.54 1.16
O -1.70 3.48 2.37
O 3.08 0.85 4.59
O -5.49 -4.56 -1.50
O -4.54 0.53 2.58
O 5.38 -1.06 -1.18
O -1.02 1.76 0.83
O -3.34 1.56 0.07
O 1.93 2.08 -4.65
O -2.19 -0.24 3.05
N 1.77 -0.08 0.07
C 0.83 0.92 2.11
C -6.35 -6.47 -2.72
C 3.18 4.15 -4.65
C 6.89 -0.73 0.68
C -3.87 -1.52 0.22
C -1.68 3.90 -1.57
C -2.58 -0.85 -0.28
C 0.11 2.17 1.56
C -0.37 3.17 2.63
C 2.97 -0.68 6.46
C 5.15 -2.54 0.71
C 3.12 2.70 -4.19
C 4.69 1.17 6.37
C 6.10 -1.72 -0.15
C -5.51 -5.20 -2.77
C -6.00 -4.24 -3.84
C -1.93 -1.65 -1.43
C -2.82 0.57 -0.80
C 4.34 1.91 -4.63
C -2.91 -2.13 -2.51
C -1.12 -2.83 -0.90
C -2.14 4.00 -0.12
C 3.86 0.18 5.57
C -0.32 3.24 -1.75
C 1.94 0.49 1.20
H -7.39 -6.22 -2.49
H -1.37 4.62 0.36
H -2.20 -0.52 3.98
H -4.47 -5.46 -2.97
H 2.30 4.69 -4.31
H 0.24 4.08 2.56
H -6.33 -6.99 -3.68
H -1.00 -3.61 -1.66
H -5.05 1.25 2.18
H -5.97 -7.14 -1.95
H 2.27 -0.05 7.01
H 5.27 2.35 -4.26
H -2.34 -2.34 -3.42
H -3.67 -1.39 -2.77
H -3.38 -3.06 -2.20
H -3.55 0.48 -1.61
H 4.39 1.89 -5.73
H 7.48 -1.23 1.44
H -0.30 2.19 -1.52
H -1.83 -0.82 0.52
H -1.23 -0.96 -1.91
H -3.71 3.14 1.53
H 0.08 0.13 2.19
H 3.57 -1.24 7.19
H 7.56 -0.15 0.05
H 5.32 1.76 5.71
H -5.37 -3.34 -3.86
H -1.57 4.93 -1.93
H 5.33 0.66 7.09
H 4.70 -0.50 -0.77
H 3.21 4.19 -5.74
H -4.75 -0.95 -0.11
H 0.37 3.74 -1.06
H 2.46 1.44 5.04
H 6.79 -2.38 -0.68
H -5.98 -4.70 -4.83
H 4.59 -3.24 0.10
H 2.96 0.70 1.52
H 4.28 0.88 -4.28
H -0.11 -2.52 -0.60
H -1.60 -3.28 -0.03
H -0.27 2.75 3.63
H 3.05 2.67 -3.10
H 6.21 -0.03 1.18
H 0.77 -0.20 -0.09
H 5.69 -3.10 1.48
H 2.40 -1.39 5.86
H 4.52 -0.47 4.99
H 1.21 1.14 3.10
H -3.92 -1.52 1.30
H 0.07 3.42 -2.76
H -7.02 -3.92 -3.63
H -1.91 0.92 -1.27
H -6.39 -4.30 -1.28
H 4.07 4.65 -4.27
H 1.95 2.09 -5.61
H 4.44 -1.88 1.20
H -3.96 -2.55 -0.11
H 0.79 2.67 0.86
H 4.03 1.85 6.92

HOMO-LUMO gap: 7.0 eV
E_HOMO: -4.71 eV
Calculated total energy: -3721.89104 Eh
Charge: -1


Molecular formula: C25H60Cl3GeInN12
Method: DFT, ωB97M-V/def2-TZVPD

Cartesian coordinates (Å):
In -0.31 -0.44 0.10
Ge 0.99 2.61 -0.76
Cl 1.08 4.24 0.69
Cl 3.08 2.21 -1.20
Cl 0.34 0.08 -2.13
N -0.55 0.85 1.85
N -0.59 -3.74 -1.39
N 0.68 4.03 -2.63
N -1.82 -4.49 0.45
N -1.32 5.33 -2.54
N 2.85 -1.39 0.01
N -0.14 1.02 4.17
N 1.32 -0.17 2.69
N 1.51 -1.89 -0.04
N -1.53 -2.21 0.10
N -1.07 3.13 -1.64
N -2.57 0.51 -0.09
C -2.85 1.21 1.19
C 0.17 -4.99 -1.52
C -1.50 1.37 4.60
C 1.56 5.21 -2.62
C 5.21 -1.69 -0.15
C 2.58 0.60 2.64
C 0.98 3.10 -3.74
C -2.47 2.82 -1.37
C -0.89 -3.09 -2.66
C 0.16 0.61 2.93
C -2.84 -1.85 0.66
C -1.58 1.88 1.68
C 3.74 -2.83 -1.83
C -2.26 -5.76 -0.13
C 3.76 -3.59 0.57
C -1.13 6.09 -3.79
C -0.68 4.20 -2.30
C -1.33 -3.48 -0.28
C 0.90 1.19 5.20
C 3.88 -2.39 -0.37
C -2.86 1.34 -1.31
C 1.42 -1.40 3.49
C -2.01 -4.38 1.90
C -3.41 -0.71 -0.17
C -2.34 5.87 -1.63
H 0.43 -5.38 -0.54
H 5.26 -0.76 -0.74
H -3.16 0.46 1.92
H -1.47 -3.76 -3.29
H 3.26 0.10 1.95
H 0.43 1.66 6.06
H 3.05 0.68 3.62
H -2.24 0.84 4.00
H -2.74 -1.55 1.71
H -1.75 2.49 2.55
H 1.93 2.61 -3.56
H -3.68 1.92 1.09
H 2.08 -1.30 4.35
H 1.69 1.85 4.85
H 1.30 -2.30 -0.95
H 4.47 -3.60 -2.06
H -2.16 6.94 -1.54
H -3.44 -1.03 -1.22
H 1.83 -2.20 2.86
H 2.75 -3.25 -2.04
H -0.63 5.48 -4.53
H 1.43 -2.64 0.64
H 3.69 -3.27 1.61
H 6.03 -2.33 -0.48
H 3.91 -1.99 -2.50
H 4.65 -4.22 0.48
H 0.04 -2.84 -3.18
H -0.57 7.01 -3.62
H -2.22 5.43 -0.64
H -1.68 2.44 4.57
H -3.53 -2.68 0.63
H 2.57 4.87 -2.38
H -1.51 -3.49 2.27
H -1.56 -6.57 0.07
H -2.43 0.82 -2.16
H -1.61 1.02 5.62
H 1.59 5.68 -3.61
H -3.95 1.34 -1.44
H -3.22 -6.02 0.31
H 1.24 5.92 -1.87
H -0.38 -5.76 -2.08
H 1.04 3.66 -4.68
H 0.43 -1.71 3.83
H -2.83 3.34 -0.48
H -2.41 -5.65 -1.20
H -3.35 5.72 -2.01
H -2.12 6.35 -4.17
H -1.45 -2.17 -2.49
H 2.90 -0.60 -0.62
H 2.91 -4.24 0.32
H -3.05 3.21 -2.21
H 0.19 2.35 -3.82
H -4.44 -0.49 0.13
H -3.07 -4.34 2.16
H 1.32 0.24 5.52
H 1.08 -4.78 -2.07
H 2.38 1.60 2.25
H -1.22 2.55 0.90
H -1.58 -5.25 2.37
H 5.36 -1.44 0.90

Expectation value of S²: 0.755
HOMO-LUMO gap (spin up / spin down): 8.5 / 6.6 eV
2S+1: 2
E_HOMO (spin up / spin down): -16.06 / -16.56 eV
Calculated total energy: -5292.50254 Eh
Charge: +3


What is the calculated total energy in the fourth record? -3721.89104 Eh


Which of these has the highest charge? C25H60Cl3GeInN12


Which formula does entry 1 have? C25H58B2N5O9Si